Entry P
This record from OMol25 describes a 2-piece molecular cluster, C3H12N2 overall. The level of theory is wB97M-V/def2-TZVPD.

Structure (ORCA input):
```
! wB97M-V def2-TZVPD RIJCOSX def2/J DEFGRID3
* xyz 0 1
C 1.972 -1.875 -1.696
C 1.968 -0.500 -0.605
H 2.966 -1.998 -2.234
H 1.764 -2.879 -1.195
H 1.424 -1.661 -2.599
H 2.593 -0.584 0.350
H 0.858 -0.327 -0.382
H 2.340 0.452 -1.082
N -2.878 0.822 0.651
C -1.476 0.816 0.553
N -0.774 1.219 1.759
H -3.480 1.673 0.792
H -3.218 0.141 1.415
H -1.200 1.465 -0.248
H -1.285 -0.297 0.279
H -1.322 1.435 2.532
H -0.255 2.098 1.710
*
```

Properties
lowest unoccupied orbital energy	1.1	eV
Kohn-Sham gap	0.3682	Eh
SMILES string	NCN.CC

---

Entry Q
This record from OMol25 describes a 2-piece molecular cluster, C3H12N2 overall. The level of theory is wB97M-V/def2-TZVPD.

Structure (ORCA input):
```
! wB97M-V def2-TZVPD RIJCOSX def2/J DEFGRID3
* xyz 0 1
C 4.595 1.031 1.483
C 3.893 2.282 0.991
H 4.745 1.095 2.557
H 4.006 0.146 1.274
H 5.575 0.894 1.024
H 2.906 2.322 1.459
H 3.804 2.344 -0.089
H 4.441 3.159 1.352
N -2.669 -1.400 -0.744
C -3.869 -1.432 -1.615
N -5.110 -1.648 -0.899
H -1.899 -1.887 -1.180
H -2.399 -0.448 -0.541
H -3.767 -2.264 -2.303
H -3.957 -0.488 -2.144
H -5.126 -1.097 -0.045
H -5.171 -2.608 -0.581
*
```

Properties
lowest unoccupied orbital energy	1.1	eV
Kohn-Sham gap	0.3840	Eh
SMILES string	NCN.CC

---

Q: Which of them is the most stable? A: entry Q.

---

Entry P
This record from OMol25 describes C26H45AsBr3MgNO2Si2 as an isolated structure. The level of theory is wB97M-V/def2-TZVPD.

Structure (ORCA input):
```
! wB97M-V def2-TZVPD RIJCOSX def2/J DEFGRID3
* xyz -1 2
Mg 0.277 -1.140 -0.560
C 0.659 6.596 1.820
C 1.921 5.879 1.321
C 2.408 6.592 0.060
C 3.017 5.993 2.388
C 1.604 4.409 1.059
C 1.736 3.812 -0.182
C 1.418 2.474 -0.338
Br 1.632 1.708 -2.073
C 0.948 1.639 0.686
O 0.657 0.401 0.483
C 0.834 2.256 1.972
C 1.154 3.595 2.105
C 0.359 1.430 3.168
C -1.077 0.946 2.923
C 0.351 2.245 4.464
C 1.300 0.236 3.391
H 0.860 7.658 1.984
H 0.307 6.169 2.759
H -0.147 6.506 1.090
H 2.624 7.638 0.291
H 1.655 6.572 -0.729
H 3.322 6.139 -0.329
H 3.249 7.042 2.590
H 3.929 5.494 2.056
H 2.708 5.530 3.325
H 2.086 4.363 -1.043
H 1.051 4.045 3.082
H -1.750 1.800 2.812
H -1.422 0.352 3.774
H -1.156 0.338 2.025
H -0.347 3.084 4.419
H 1.342 2.631 4.711
H 0.034 1.594 5.281
H 1.358 -0.409 2.519
H 0.950 -0.358 4.239
H 2.308 0.593 3.618
Br 2.439 -2.515 -0.115
C 1.759 -5.113 -1.930
Br 0.402 -5.102 -3.225
H 1.503 -5.597 -1.004
H 2.760 -5.141 -2.329
O 0.369 -1.554 -2.501
N 1.128 -1.218 -3.497
C 2.333 -1.810 -3.618
C 3.147 -1.494 -4.684
C 2.723 -0.569 -5.626
C 1.482 0.025 -5.467
C 0.695 -0.311 -4.388
H 2.571 -2.482 -2.803
H 4.112 -1.974 -4.754
H 3.353 -0.312 -6.466
H 1.111 0.760 -6.167
H -0.278 0.102 -4.171
C -2.507 -2.245 -3.519
Si -3.325 -2.572 -1.854
C -4.986 -1.681 -1.943
C -3.734 -4.410 -1.831
As -2.210 -1.701 -0.013
Si -1.840 -3.566 1.319
C -0.518 -3.111 2.570
C -1.290 -5.173 0.505
C -3.405 -3.981 2.289
H -3.182 -2.556 -4.321
H -1.563 -2.777 -3.614
H -2.298 -1.180 -3.636
H -5.566 -1.991 -2.816
H -4.836 -0.601 -1.991
H -5.573 -1.884 -1.045
H -4.445 -4.614 -2.638
H -4.190 -4.720 -0.890
H -2.847 -5.022 -1.994
H 0.431 -2.865 2.088
H -0.342 -3.948 3.253
H -0.822 -2.244 3.160
H -0.513 -5.009 -0.242
H -2.119 -5.688 0.021
H -0.889 -5.829 1.283
H -3.719 -3.118 2.878
H -3.256 -4.831 2.960
H -4.222 -4.226 1.607
*
```

Properties
lowest unoccupied orbital energy	2.1	eV
Kohn-Sham gap	0.2324	Eh

---

Entry Q
This record from OMol25 describes C26H45AsBr3MgNO2Si2 as an isolated structure. The level of theory is wB97M-V/def2-TZVPD.

Structure (ORCA input):
```
! wB97M-V def2-TZVPD RIJCOSX def2/J DEFGRID3
* xyz -1 2
Mg -1.074 -0.616 -0.339
C 4.381 5.027 1.757
C 3.052 5.437 1.108
C 2.281 6.303 2.104
C 3.343 6.286 -0.137
C 2.271 4.189 0.709
C 1.018 3.885 1.209
C 0.376 2.728 0.802
Br -1.348 2.363 1.531
C 0.910 1.799 -0.103
O 0.282 0.727 -0.444
C 2.199 2.128 -0.631
C 2.822 3.285 -0.207
C 2.854 1.194 -1.649
C 3.099 -0.180 -1.010
C 4.211 1.723 -2.122
C 1.964 1.063 -2.893
H 4.944 5.910 2.070
H 5.000 4.459 1.063
H 4.203 4.401 2.632
H 2.874 7.184 2.360
H 2.071 5.762 3.027
H 1.333 6.646 1.688
H 3.910 7.181 0.133
H 2.414 6.597 -0.616
H 3.924 5.728 -0.870
H 0.517 4.530 1.916
H 3.799 3.513 -0.611
H 3.774 -0.083 -0.156
H 3.568 -0.850 -1.735
H 2.179 -0.642 -0.660
H 4.934 1.791 -1.306
H 4.128 2.704 -2.593
H 4.615 1.031 -2.863
H 0.977 0.682 -2.654
H 2.432 0.385 -3.611
H 1.847 2.037 -3.373
Br -2.359 -0.176 -2.551
C -4.852 -2.353 -2.131
Br -5.239 -3.068 -0.455
H -4.244 -2.960 -2.776
H -5.544 -1.613 -2.492
O -2.782 -0.746 0.696
N -3.725 0.084 1.015
C -4.604 0.477 0.070
C -5.628 1.335 0.405
C -5.753 1.787 1.710
C -4.832 1.367 2.655
C -3.817 0.513 2.287
H -4.377 0.088 -0.916
H -6.313 1.645 -0.371
H -6.551 2.462 1.984
H -4.881 1.699 3.682
H -3.046 0.133 2.938
C -2.534 -3.185 2.681
Si -1.140 -4.112 1.810
C -0.012 -4.716 3.202
C -1.919 -5.663 1.068
As 0.165 -2.808 0.395
Si 0.095 -3.907 -1.649
C 0.781 -2.722 -2.941
C -1.587 -4.495 -2.275
C 1.225 -5.424 -1.635
H -2.989 -3.846 3.424
H -3.294 -2.848 1.980
H -2.146 -2.305 3.194
H -0.565 -5.297 3.942
H 0.458 -3.870 3.705
H 0.790 -5.336 2.801
H -2.307 -6.276 1.887
H -1.201 -6.262 0.509
H -2.746 -5.418 0.404
H 0.170 -1.824 -3.040
H 0.809 -3.217 -3.917
H 1.795 -2.408 -2.689
H -2.353 -3.737 -2.130
H -1.916 -5.409 -1.784
H -1.499 -4.699 -3.347
H 2.244 -5.126 -1.385
H 1.236 -5.928 -2.604
H 0.902 -6.144 -0.883
*
```

Properties
lowest unoccupied orbital energy (spin up / spin down)	2.1 / 2.1	eV
Kohn-Sham gap (spin up / spin down)	0.2322 / 0.2321	Eh

---

Q: Which of them is the most stable? A: entry Q.

---

Entry P
This record from OMol25 describes C5H8P2 as an isolated structure. The level of theory is wB97M-V/def2-TZVPD.

Structure (ORCA input):
```
! wB97M-V def2-TZVPD RIJCOSX def2/J DEFGRID3
* xyz 0 1
C 1.396 0.268 -0.583
C 1.706 -0.635 0.514
C 0.440 1.196 -0.526
C 0.748 -1.241 1.180
C -0.655 1.293 0.515
P -1.473 -0.431 0.867
P -1.587 -1.059 -1.191
H 2.122 0.325 -1.475
H 2.747 -0.704 0.773
H 0.308 1.977 -1.179
H 0.646 -2.042 1.809
H -0.227 1.730 1.544
H -1.313 1.964 0.178
H -2.723 -0.389 -1.273
H -2.135 -2.251 -1.155
*
```

Properties
lowest unoccupied orbital energy	0.7	eV
Kohn-Sham gap	0.3304	Eh

---

Entry Q
This record from OMol25 describes C5H8P2 as an isolated structure. The level of theory is wB97M-V/def2-TZVPD.

Structure (ORCA input):
```
! wB97M-V def2-TZVPD RIJCOSX def2/J DEFGRID3
* xyz 0 1
C -1.430 -1.932 -1.113
C -1.065 -0.774 -1.102
C 1.141 1.076 0.062
C -1.856 -3.309 -1.049
C 1.798 2.311 0.368
P -0.775 0.908 -1.298
P 1.164 2.909 2.065
H 1.367 0.152 0.560
H -1.034 -3.977 -1.311
H -2.674 -3.471 -1.753
H -2.205 -3.556 -0.045
H 1.592 3.112 -0.343
H 2.882 2.197 0.492
H 1.280 1.664 2.688
H -0.184 2.692 1.778
*
```

Properties
lowest unoccupied orbital energy (spin up / spin down)	-0.9 / 0.3	eV
Kohn-Sham gap (spin up / spin down)	0.2340 / 0.2969	Eh

---

Q: Which of them is the most stable? A: entry P.

---

Entry P
This record from OMol25 describes C5H8P2 as an isolated structure. The level of theory is wB97M-V/def2-TZVPD.

Structure (ORCA input):
```
! wB97M-V def2-TZVPD RIJCOSX def2/J DEFGRID3
* xyz 0 1
C 1.346 -1.105 0.890
C 0.485 -1.028 -0.116
C 1.477 0.113 1.652
C -0.297 0.326 -0.188
C -1.757 0.265 -0.010
P 0.448 1.405 1.115
P 0.438 1.194 -1.670
H 1.853 -1.988 1.264
H 0.447 -1.598 -1.116
H 1.969 0.129 2.649
H -2.134 1.290 -0.136
H -1.859 -0.015 1.059
H -2.305 -0.489 -0.568
H -0.752 1.420 -2.323
H 0.642 0.081 -2.503
*
```

Properties
lowest unoccupied orbital energy	-0.2	eV
Kohn-Sham gap	0.2923	Eh

---

Entry Q
This record from OMol25 describes the molecule C5H8P2. The level of theory is wB97M-V/def2-TZVPD.

Structure (ORCA input):
```
! wB97M-V def2-TZVPD RIJCOSX def2/J DEFGRID3
* xyz 0 1
C -0.382 0.634 -1.188
C 0.448 0.118 -2.082
C -0.168 0.101 0.106
C 1.436 -0.802 -1.392
C 0.888 -0.758 0.000
P -0.668 -0.816 3.346
P -0.999 0.292 1.682
H -1.189 1.315 -1.535
H 0.655 0.342 -3.179
H 1.416 -1.882 -1.727
H 2.404 -0.326 -1.708
H 1.293 -1.301 0.777
H -0.300 -2.055 2.818
H -2.305 0.556 1.245
H -1.071 1.617 2.122
*
```

Properties
lowest unoccupied orbital energy	0.5	eV
Kohn-Sham gap	0.2905	Eh
SMILES string	P=[PH2]C1=CCC=C1

---

Q: Which of them is the most stable? A: entry P.

---

Entry P
This record from OMol25 describes a 2-piece molecular cluster, C2H5NO4 overall. The level of theory is wB97M-V/def2-TZVPD.

Structure (ORCA input):
```
! wB97M-V def2-TZVPD RIJCOSX def2/J DEFGRID3
* xyz 1 2
O -0.843 -1.753 1.382
C 0.305 -1.550 1.725
N 1.039 -0.443 1.490
C 0.607 0.512 0.440
O -0.715 0.773 0.539
O 1.432 1.131 -0.112
H 0.985 -2.305 2.176
H 1.922 -0.355 1.982
H -1.254 -0.024 0.371
H -1.356 0.737 -2.821
H -1.263 2.068 -3.690
O -0.859 1.210 -3.482
*
```

Properties
lowest unoccupied orbital energy (spin up / spin down)	-5.8 / -10.9	eV
Kohn-Sham gap (spin up / spin down)	0.3070 / 0.1186	Eh

---

Entry Q
This record from OMol25 describes a 2-piece molecular cluster, C2H5NO4 overall. The level of theory is wB97M-V/def2-TZVPD.

Structure (ORCA input):
```
! wB97M-V def2-TZVPD RIJCOSX def2/J DEFGRID3
* xyz 1 2
O -1.152 2.108 -2.520
C -2.202 1.705 -1.965
N -2.242 0.846 -0.985
C -1.041 0.436 -0.191
O 0.036 0.195 -0.913
O -1.188 0.285 0.948
H -3.141 2.136 -2.349
H -3.134 0.669 -0.537
H 0.059 0.574 -1.785
H 5.200 -2.411 3.523
H 4.284 -3.642 3.676
O 4.522 -2.902 3.099
*
```

Properties
lowest unoccupied orbital energy (spin up / spin down)	-5.8 / -10.5	eV
Kohn-Sham gap (spin up / spin down)	0.2687 / 0.0947	Eh

---

Q: Which of them is the most stable? A: entry Q.

---

Entry P
This record from OMol25 describes C31H45IrN4O3PS3 as an isolated structure. The level of theory is wB97M-V/def2-TZVPD.

Structure (ORCA input):
```
! wB97M-V def2-TZVPD RIJCOSX def2/J DEFGRID3
* xyz -1 1
Ir 0.718 0.580 0.312
C 0.801 -0.001 3.617
N 0.818 1.213 2.803
C -0.170 2.146 3.340
C 2.145 1.830 2.855
C 3.134 0.976 2.140
C 4.382 0.729 2.697
C 5.332 -0.013 2.010
C 5.030 -0.471 0.739
C 3.774 -0.231 0.196
C 2.781 0.451 0.895
H 1.016 0.233 4.670
H 1.554 -0.702 3.256
H -0.181 -0.463 3.557
H 0.008 2.306 4.414
H -1.167 1.734 3.212
H -0.117 3.096 2.840
H 2.453 2.000 3.898
H 2.078 2.801 2.362
H 4.615 1.129 3.677
H 6.298 -0.214 2.457
H 5.771 -1.017 0.166
H 3.587 -0.553 -0.820
O -0.273 5.352 -0.500
S -0.175 4.564 0.710
O 1.152 4.524 1.303
O -1.248 4.798 1.665
S -0.561 2.604 -0.031
C 4.198 1.154 -4.126
C 3.153 0.410 -4.659
C 1.984 0.221 -3.944
C 1.820 0.780 -2.662
C 2.879 1.539 -2.145
C 4.045 1.720 -2.867
N 0.686 0.530 -1.911
C -0.556 0.550 -2.498
C -1.616 -0.195 -1.949
C -2.868 -0.208 -2.532
C -3.132 0.553 -3.662
C -2.113 1.338 -4.193
C -0.852 1.336 -3.633
H 5.116 1.287 -4.684
H 3.250 -0.030 -5.646
H 1.181 -0.370 -4.367
H 2.752 1.986 -1.167
H 4.843 2.317 -2.444
H -1.427 -0.756 -1.041
H -3.653 -0.819 -2.098
H -4.115 0.547 -4.117
H -2.309 1.966 -5.053
H -0.078 1.971 -4.041
S -2.227 -0.234 2.028
C -3.644 0.425 1.398
N -3.656 1.263 0.375
C -4.855 1.849 -0.194
C -6.029 0.910 0.031
C -6.105 0.586 1.515
N -4.832 0.020 1.920
H -2.755 1.659 0.102
H -4.673 1.999 -1.259
H -5.054 2.825 0.262
H -5.860 -0.014 -0.527
H -6.958 1.362 -0.317
H -6.888 -0.149 1.712
H -6.335 1.496 2.083
H -4.766 -0.507 2.773
C 1.765 -3.883 -1.727
C 1.602 -2.431 -1.280
P 0.495 -2.034 0.152
C -0.846 -3.269 -0.273
C -2.188 -3.166 0.444
C 1.401 -2.932 1.498
C 0.508 -3.307 2.682
H 2.561 -3.937 -2.471
H 0.857 -4.270 -2.190
H 2.036 -4.543 -0.902
H 1.239 -1.826 -2.113
H 2.575 -2.029 -1.000
H -0.417 -4.260 -0.113
H -1.019 -3.134 -1.343
H -2.095 -3.362 1.510
H -2.893 -3.886 0.021
H -2.611 -2.171 0.339
H 2.188 -2.245 1.820
H 1.884 -3.824 1.094
H -0.149 -2.478 2.944
H 1.112 -3.557 3.556
H -0.109 -4.174 2.446
*
```

Properties
lowest unoccupied orbital energy	2.0	eV
Kohn-Sham gap	0.2275	Eh

---

Entry Q
This record from OMol25 describes C31H45IrN4O3PS3 as an isolated structure. The level of theory is wB97M-V/def2-TZVPD.

Structure (ORCA input):
```
! wB97M-V def2-TZVPD RIJCOSX def2/J DEFGRID3
* xyz -1 1
Ir 0.683 0.964 0.075
C 0.076 3.634 2.140
N -0.812 2.535 1.760
C -1.497 2.027 2.944
C -1.775 3.036 0.798
C -1.209 3.249 -0.579
C -1.836 4.216 -1.360
C -1.592 4.334 -2.718
C -0.714 3.437 -3.301
C -0.057 2.505 -2.510
C -0.221 2.397 -1.125
H -0.527 4.470 2.534
H 0.630 3.981 1.269
H 0.778 3.307 2.900
H -2.105 2.821 3.413
H -0.760 1.675 3.660
H -2.146 1.198 2.667
H -2.241 3.969 1.162
H -2.583 2.302 0.736
H -2.569 4.865 -0.890
H -2.104 5.083 -3.311
H -0.539 3.451 -4.371
H 0.587 1.802 -3.015
O 3.701 0.620 2.615
S 2.321 1.054 2.574
O 1.858 1.678 3.793
O 2.092 1.978 1.366
S 1.122 -0.505 1.967
C -4.023 0.734 -3.067
C -2.989 0.054 -3.700
C -1.863 -0.330 -2.991
C -1.733 -0.044 -1.628
C -2.800 0.587 -1.000
C -3.923 0.989 -1.707
N -0.570 -0.417 -0.910
C -0.449 -1.788 -0.716
C 0.781 -2.398 -0.422
C 0.895 -3.760 -0.203
C -0.214 -4.592 -0.280
C -1.441 -4.013 -0.581
C -1.564 -2.651 -0.793
H -4.896 1.049 -3.625
H -3.054 -0.172 -4.758
H -1.072 -0.866 -3.499
H -2.745 0.719 0.073
H -4.730 1.491 -1.186
H 1.657 -1.774 -0.348
H 1.873 -4.170 0.028
H -0.126 -5.659 -0.112
H -2.332 -4.630 -0.637
H -2.544 -2.239 -0.989
S -3.020 -1.454 1.916
C -2.297 -2.622 2.876
N -1.147 -2.437 3.548
C -0.448 -3.495 4.265
C -1.439 -4.500 4.818
C -2.316 -4.981 3.677
N -2.904 -3.828 3.026
H -0.554 -1.656 3.299
H 0.129 -3.030 5.064
H 0.263 -3.999 3.599
H -2.060 -4.027 5.582
H -0.911 -5.338 5.274
H -3.121 -5.620 4.042
H -1.716 -5.569 2.972
H -3.732 -3.931 2.465
C 4.252 2.975 -2.339
C 3.041 2.718 -1.446
P 2.514 0.973 -1.202
C 2.638 0.289 -2.911
C 2.020 -1.077 -3.174
C 4.032 0.294 -0.434
C 4.089 -1.184 -0.068
H 4.472 4.044 -2.357
H 4.073 2.665 -3.370
H 5.151 2.469 -1.985
H 2.173 3.249 -1.832
H 3.212 3.090 -0.434
H 3.712 0.267 -3.116
H 2.223 1.033 -3.591
H 2.523 -1.866 -2.617
H 2.083 -1.321 -4.236
H 0.978 -1.087 -2.869
H 4.210 0.891 0.458
H 4.820 0.527 -1.156
H 3.393 -1.407 0.740
H 5.092 -1.420 0.293
H 3.876 -1.838 -0.917
*
```

Properties
lowest unoccupied orbital energy	2.5	eV
Kohn-Sham gap	0.2367	Eh

---

Q: Which of them is the most stable? A: entry Q.

---

Entry P
This record from OMol25 describes a 4-piece molecular cluster, CH10N2O4 overall. The level of theory is wB97M-V/def2-TZVPD.

Structure (ORCA input):
```
! wB97M-V def2-TZVPD RIJCOSX def2/J DEFGRID3
* xyz 0 1
N -1.649 0.265 0.335
C -0.830 1.055 1.124
N 0.423 0.520 1.392
O -1.155 2.162 1.491
H -1.402 -0.709 0.290
H -2.616 0.527 0.401
H 0.888 1.040 2.118
H 0.464 -0.480 1.476
H 2.560 -4.568 -1.498
H 3.032 -4.166 -0.108
O 3.119 -3.929 -1.037
H 0.806 -2.615 -0.498
H 0.497 -1.841 -1.769
O 0.153 -2.002 -0.884
H -2.198 4.836 -0.934
H -0.731 4.616 -0.807
O -1.361 5.290 -1.091
*
```

Properties
lowest unoccupied orbital energy	0.1	eV
Kohn-Sham gap	0.3693	Eh
SMILES string	NC(N)=O.O.O.O

---

Entry Q
This record from OMol25 describes a 4-piece molecular cluster, CH10N2O4 overall. The level of theory is wB97M-V/def2-TZVPD.

Structure (ORCA input):
```
! wB97M-V def2-TZVPD RIJCOSX def2/J DEFGRID3
* xyz 0 1
N -1.584 -0.084 -1.096
C -1.862 1.030 -0.299
N -0.872 1.344 0.589
O -2.860 1.664 -0.464
H -1.184 -0.839 -0.523
H -2.373 -0.330 -1.673
H -1.080 2.231 1.002
H -0.589 0.598 1.244
H 2.457 -2.078 0.065
H 2.182 -0.529 -0.243
O 2.354 -1.207 0.456
H 0.074 -1.458 2.610
H 0.837 -1.097 1.325
O -0.070 -1.076 1.723
H 2.108 1.075 -1.273
H 0.775 0.459 -1.852
O 1.687 0.298 -1.591
*
```

Properties
lowest unoccupied orbital energy	0.6	eV
Kohn-Sham gap	0.3734	Eh
SMILES string	NC(N)=O.O.O.O

---

Q: Which of them is the most stable? A: entry Q.